# 1
Entry from OMol25: a 4-piece molecular cluster, C3H11N2O3 overall (ωB97M-V with the def2-TZVPD basis set).

Output
2S+1: 1
DFT total energy, eV: -12406.2890
Energy relative to the best compared isomer or geometry (same formula, charge and spin), kJ/mol: 81.93
HOMO, eV: -14.155
Total charge: +1
Kohn-Sham gap, eV: 11.3

Last column: Mulliken charge in e.
Element x y z (Å)
C: 1.5040 -0.8565 1.6427  -0.32
C: 0.3202 -0.3263 2.0216  -0.28
N: -0.0948 0.4375 0.9504  0.13
C: 0.8382 0.4977 0.0212  -0.39
N: 1.7891 -0.3521 0.3987  0.00
H: 2.1844 -1.4980 2.1719  0.41
H: -0.3339 -0.4809 2.8573  0.43
H: -0.9192 1.0151 0.9039  0.21
H: 0.7389 1.1071 -0.8517  0.53
H: 2.6397 -0.5588 -0.1017  0.23
H: -1.2218 -2.2579 -1.0529  0.33
H: -2.0417 -2.9912 0.1464  0.30
O: -1.8293 -2.1880 -0.3124  -0.63
H: -1.3895 3.5327 -0.6306  0.31
H: 0.1011 3.5762 -0.2045  0.30
O: -0.6917 3.0390 -0.1887  -0.60
H: -0.9737 -0.1859 -2.0412  0.34
H: -0.3204 -0.8031 -3.3415  0.29
O: -0.2997 -0.7066 -2.3889  -0.61

Cartesian forces (eV/Å) of the 3 atoms listed first:
0.033 -0.050 0.506
-0.504 -0.322 -0.755
0.041 0.761 0.519

# 2
Entry from OMol25: an isolated ion of composition C3H11N2P2 and charge +1 (ωB97M-V with the def2-TZVPD basis set).

Output
2S+1: 1
DFT total energy, eV: -24838.2090
Energy relative to the best compared isomer or geometry (same formula, charge and spin), kJ/mol: 241.69
HOMO (spin up / spin down), eV: -13.805 / -13.915
SMILES: C/P=N/P(C)(C)=[NH2+]
Total charge: +1
Kohn-Sham gap (spin up / spin down), eV: 7.2 / 7.4

Last column: Mulliken charge in e.
Element x y z (Å)
C: -3.0507 -1.0678 -0.0274  -0.77
P: -2.0855 0.4120 0.2051  0.40
N: -0.4294 -0.6874 0.8692  -0.62
P: 0.8232 0.1095 0.3470  0.96
C: 1.1129 1.7763 0.8744  -1.06
C: 0.8033 0.1739 -1.5012  -1.21
N: 2.0077 -0.9327 0.7702  -0.46
H: -4.1788 -1.0339 0.1647  0.34
H: -2.9333 -1.0984 -1.1593  0.31
H: -2.5678 -1.9711 0.1410  0.39
H: 1.0157 2.5067 0.0729  0.37
H: 2.0852 1.7523 1.3547  0.35
H: 0.2801 1.9181 1.6571  0.37
H: 0.0989 1.0067 -1.7624  0.39
H: 0.3932 -0.7974 -1.7998  0.32
H: 1.7502 0.4325 -1.8635  0.46
H: 1.9211 -1.6746 1.3315  0.22
H: 2.9542 -0.8247 0.3258  0.23

Cartesian forces (eV/Å) of the 3 atoms listed first:
-2.111 1.625 -1.653
4.186 -3.871 2.235
-7.174 2.495 -1.137

# 3
Entry from OMol25: a 2-piece molecular cluster, C3H11N2S overall (ωB97M-V with the def2-TZVPD basis set).

Output
2S+1: 1
DFT total energy, eV: -17105.3896
Energy relative to the best compared isomer or geometry (same formula, charge and spin), kJ/mol: 20.38
HOMO, eV: -2.485
Total charge: -1
Kohn-Sham gap, eV: 6.4

Last column: Mulliken charge in e.
Element x y z (Å)
C: 0.0880 -2.0729 1.5865  -0.53
N: 0.6817 -3.3256 2.0694  -0.56
H: 0.8603 -1.3934 1.2472  0.18
H: -0.4450 -1.5641 2.3934  0.21
H: -0.6299 -2.2204 0.7867  0.25
H: 0.2465 -4.1575 1.7029  0.20
H: 1.6725 -3.3859 1.9080  0.22
C: -0.9268 2.1172 -0.1526  -0.56
C: -0.6357 1.5591 -1.5448  -0.57
S: 0.2264 -0.0464 -1.5199  -0.68
N: 0.2253 2.1384 0.7510  -0.59
H: -1.7071 1.5139 0.3182  0.21
H: -1.3392 3.1324 -0.2059  0.34
H: -0.0320 2.2903 -2.0968  0.21
H: -1.5833 1.4878 -2.0874  0.25
H: 0.7963 2.9531 0.5587  0.23
H: 0.7857 1.3287 0.4783  0.19

Cartesian forces (eV/Å) of the 3 atoms listed first:
-0.044 -0.082 0.390
-0.077 -0.202 0.472
-0.046 0.089 -0.298

# 4
Entry from OMol25: a 2-piece molecular cluster, C3H11N2S overall (ωB97M-V with the def2-TZVPD basis set).

Output
2S+1: 1
DFT total energy, eV: -17096.8542
Energy relative to the best compared isomer or geometry (same formula, charge and spin), kJ/mol: 208.33
HOMO, eV: -12.662
Total charge: +1
Kohn-Sham gap, eV: 9.0

Last column: Mulliken charge in e.
Element x y z (Å)
C: -1.2856 0.0339 2.0118  -0.68
S: 0.0492 -0.0806 0.7012  -0.20
C: 1.3888 0.8390 1.8584  -0.79
H: -0.8920 0.5166 3.0044  0.30
H: -1.7132 -1.0580 2.1968  0.29
H: -2.0244 0.7162 1.4333  0.22
H: 2.2474 1.4244 1.2785  0.31
H: 0.8027 1.4450 2.6466  0.27
H: 1.7874 0.0187 2.6006  0.31
N: -1.1088 0.1342 -2.1658  -0.25
C: -0.2090 -0.7837 -2.5271  0.31
N: 1.0463 -0.8907 -2.0159  -0.27
H: -0.8514 0.7306 -1.3479  0.21
H: -1.9898 0.0664 -2.5570  0.25
H: -0.4012 -1.3590 -3.4304  0.35
H: 1.7951 -1.3692 -2.6008  0.28
H: 1.3585 -0.3838 -1.0867  0.10

Cartesian forces (eV/Å) of the 3 atoms listed first:
-1.132 -0.471 -0.325
1.459 1.555 3.337
0.356 -0.794 1.165

# 5
Entry from OMol25: a 2-piece molecular cluster, C3H11N2S overall (ωB97M-V with the def2-TZVPD basis set).

Output
2S+1: 1
DFT total energy, eV: -17095.3830
Energy relative to the best compared isomer or geometry (same formula, charge and spin), kJ/mol: 350.27
HOMO, eV: -13.552
Total charge: +1
Kohn-Sham gap, eV: 9.4

Last column: Mulliken charge in e.
Element x y z (Å)
C: -1.5728 -0.3261 -0.7474  -1.00
C: -0.7622 -0.5369 1.5068  -0.80
C: 0.7029 -0.4419 -0.5643  0.26
N: 1.1244 1.7643 -0.3011  -0.71
N: -0.4318 -0.2118 0.0906  -0.01
S: 2.2086 -0.9239 0.1943  -0.16
H: -2.0938 0.6357 -0.8722  0.33
H: -1.1209 -0.4896 -1.7009  0.34
H: -2.1867 -1.2061 -0.5103  0.36
H: -1.4889 0.3154 1.7993  0.36
H: -1.5181 -1.3657 1.4493  0.26
H: 0.1335 -0.5375 2.2194  0.35
H: 0.5250 -0.3687 -1.6755  0.27
H: 0.3893 2.1225 -0.9394  0.30
H: 2.1639 1.7981 -0.3504  0.30
H: 0.4754 1.7582 0.6340  0.31
H: 3.1357 -1.0248 -0.7732  0.24

Cartesian forces (eV/Å) of the 3 atoms listed first:
-0.980 0.684 -1.488
-1.123 1.976 0.438
0.313 1.434 -0.172

# 6
Entry from OMol25: a 2-piece molecular cluster, C3H11N2S overall (ωB97M-V with the def2-TZVPD basis set).

Output
2S+1: 1
DFT total energy, eV: -17097.1624
Energy relative to the best compared isomer or geometry (same formula, charge and spin), kJ/mol: 178.59
HOMO, eV: -12.384
Total charge: +1
Kohn-Sham gap, eV: 7.8

Last column: Mulliken charge in e.
Element x y z (Å)
C: -3.3308 1.0391 1.2539  -0.86
C: -2.3667 1.6650 0.1144  -0.41
S: -0.7056 0.8157 0.1357  -0.31
H: -2.9570 0.0164 1.3229  0.30
H: -3.2686 1.6506 2.1604  0.27
H: -4.3909 1.0271 1.0088  0.31
H: -2.2647 2.6550 0.4287  0.31
H: -2.7740 1.5440 -1.0415  0.29
H: -0.1062 1.4615 1.1574  0.14
N: 2.3507 -0.5687 -0.1512  -0.21
C: 2.8242 -1.7494 -0.5508  0.25
N: 3.0084 -2.2670 -1.7976  -0.30
H: 1.4629 -0.0740 -0.4944  0.13
H: 2.7782 -0.0320 0.5636  0.24
H: 3.3449 -2.3048 0.2747  0.29
H: 3.5696 -3.1346 -1.7793  0.29
H: 2.8256 -1.7437 -2.6056  0.25

Cartesian forces (eV/Å) of the 3 atoms listed first:
1.070 0.158 -1.618
-1.969 -2.352 -1.344
-0.385 0.390 0.049